No. 1
{"formula": "C9H5BrO3S2", "method": "ωB97M-V with the def2-TZVPD basis set", "symbols": ["C", "C", "C", "C", "C", "C", "C", "C", "C", "O", "O", "O", "S", "S", "Br", "H", "H", "H", "H", "H"], "coordinates": [[-1.8730, 1.0909, -0.4655], [-0.6028, 1.4491, -0.6283], [-2.4433, -0.1394, -0.1860], [-0.1927, -0.6957, 0.1050], [0.3156, 0.5428, -0.3233], [-1.4664, -1.0747, 0.0355], [2.6922, 0.2197, 0.0812], [1.2023, -2.0409, 0.1321], [2.4987, -1.3161, 0.1924], [3.7191, 0.7382, 0.4106], [1.2756, -1.1993, -2.3484], [1.6607, 0.9698, -0.4114], [3.7630, -2.2050, 1.1780], [2.0143, -2.1466, -1.4930], [-1.8530, -2.9101, 0.2621], [-2.5788, 1.7555, -0.9055], [-0.4532, 2.5163, -0.9356], [-3.5733, -0.2965, -0.1101], [0.9619, -2.9728, 0.7457], [4.8586, -1.8939, 0.4961]], "forces_ev_per_angstrom": [[-4.598, -0.063, -1.368], [0.457, 3.507, -0.595], [-0.840, 0.308, 0.445], [6.826, -2.500, -0.944], [2.184, -1.541, 1.208], [-1.553, -1.503, 0.700], [-0.573, -2.135, 0.395], [-2.274, 3.436, 0.483], [1.733, 2.416, 6.429], [0.119, 0.150, -0.276], [-0.902, 0.841, -1.110], [-0.817, -0.974, 0.298], [-1.383, 0.493, -0.718], [-0.729, -3.768, -3.874], [-0.403, -0.211, 0.092], [-0.653, 1.012, 0.363], [0.521, -1.343, 0.200], [1.998, 0.100, -0.350], [0.651, 1.369, -1.109], [0.235, 0.404, -0.271]], "lowdin_spin": [0.0010, 0.0003, 0.0007, 0.0360, 0.0048, 0.0051, 0.0789, 0.1160, 0.4159, 0.1100, 0.4929, 0.0145, 0.1563, 0.5341, 0.0050, 0.0001, 0.0005, 0.0004, 0.0124, 0.0150], "lumo_energy_ev": [-0.05, -3.36], "total_charge": 0, "homo_lumo_gap_ev": [5.81, 6.29], "multiplicity": 3}


No. 2
{"formula": "C35H34ClNNbOSi2", "method": "ωB97M-V with the def2-TZVPD basis set", "symbols": ["C", "C", "C", "H", "C", "C", "H", "H", "H", "H", "Nb", "Si", "C", "C", "H", "C", "H", "C", "H", "C", "H", "C", "H", "C", "C", "H", "C", "H", "C", "H", "C", "H", "C", "H", "H", "Si", "C", "C", "H", "C", "H", "C", "H", "C", "H", "C", "H", "C", "C", "H", "C", "H", "C", "H", "C", "H", "C", "H", "H", "Cl", "O", "C", "C", "C", "C", "C", "C", "N", "H", "H", "H", "H", "H", "H", "H"], "coordinates": [[1.5258, -0.5555, 4.3390], [2.0118, 0.0772, 3.1373], [0.9514, 0.9191, 2.6402], [3.0138, 0.0295, 2.7236], [-0.1727, 0.7914, 3.5247], [0.1770, -0.1108, 4.5740], [-0.4384, -0.3233, 5.4454], [2.1099, -1.1532, 5.0236], [1.0358, 1.6420, 1.8347], [-1.0966, 1.3558, 3.4582], [0.3241, -1.1731, 2.6321], [-0.9448, 2.1445, -1.1966], [-0.0394, 2.1798, -2.8519], [-0.6613, 1.7526, -4.0351], [-1.6589, 1.2976, -4.0144], [-0.0318, 1.9054, -5.2772], [-0.5265, 1.5738, -6.1931], [1.2399, 2.4813, -5.3527], [1.7438, 2.6056, -6.3159], [1.8623, 2.9099, -4.1794], [2.8730, 3.3320, -4.2295], [1.2205, 2.7932, -2.9450], [1.7048, 3.1705, -2.0420], [-2.6387, 2.7414, -1.8066], [-2.6989, 3.9766, -2.4877], [-1.8065, 4.6070, -2.5738], [-3.8849, 4.4230, -3.0879], [-3.9104, 5.3745, -3.6229], [-5.0429, 3.6456, -2.9927], [-5.9784, 4.0001, -3.4351], [-5.0034, 2.4385, -2.2984], [-5.9136, 1.8470, -2.1983], [-3.8114, 1.9780, -1.7194], [-3.8123, 1.0170, -1.1981], [-0.2570, 3.1832, -0.3698], [-0.0141, -1.1870, -2.3569], [-1.1239, -0.6061, -0.9456], [-0.8679, 0.6257, -0.1152], [0.1793, 0.6795, 0.2204], [-1.8430, 0.9862, 0.9254], [-1.7707, 1.9824, 1.3930], [-2.7107, 0.0404, 1.4067], [-3.2572, 0.2175, 2.3396], [-2.8479, -1.1666, 0.7123], [-3.5351, -1.9165, 1.1067], [-2.1604, -1.4118, -0.4779], [-2.4079, -2.3252, -1.0371], [1.7215, -0.4990, -2.2569], [2.3542, 0.0254, -1.1091], [1.8796, -0.0300, -0.1353], [3.6363, 0.5741, -1.1551], [4.0921, 0.9594, -0.2439], [4.3440, 0.6045, -2.3604], [5.3506, 1.0194, -2.4068], [3.7462, 0.0793, -3.5067], [4.3050, 0.0777, -4.4485], [2.4557, -0.4431, -3.4691], [2.0039, -0.8124, -4.3906], [0.0033, -2.6056, -2.4705], [1.1188, -2.2848, 0.6565], [-1.2395, -2.4003, 3.5842], [-0.9476, -3.6061, 4.3683], [0.4749, -3.9974, 4.1353], [0.9385, -5.2568, 4.5272], [2.2863, -5.5696, 4.3389], [3.1148, -4.5851, 3.8026], [2.5926, -3.3609, 3.4323], [1.2659, -3.0898, 3.5438], [-2.1494, -2.0612, 3.7408], [-1.1091, -3.3637, 5.4331], [-1.6356, -4.3835, 4.0258], [0.2133, -5.9292, 4.9719], [2.6665, -6.5424, 4.6246], [4.1889, -4.7452, 3.6753], [3.2225, -2.5693, 3.0116]], "forces_ev_per_angstrom": [[0.106, 2.486, 1.634], [0.354, 0.462, 1.321], [0.556, 0.103, 0.044], [-0.187, -0.221, 0.161], [-0.473, 0.250, 0.817], [1.819, 1.402, 1.014], [0.165, -0.252, -0.345], [-0.146, -0.131, -0.238], [0.084, -0.222, 0.133], [0.253, -0.163, 0.240], [-1.700, -4.404, -3.511], [-0.297, 3.734, -2.908], [0.631, -0.225, 0.417], [-0.072, -0.741, -0.168], [0.174, 0.345, 0.037], [0.302, -0.076, -0.207], [0.084, 0.127, 0.334], [-0.251, -0.107, 0.090], [-0.241, -0.076, 0.363], [0.300, 0.143, 0.006], [-0.487, -0.052, 0.033], [-0.186, -0.324, 0.073], [-0.037, -0.111, -0.274], [-0.252, -0.396, 0.617], [-0.018, 0.130, -0.159], [-0.281, -0.250, 0.042], [0.291, -0.301, 0.275], [0.081, -0.302, 0.221], [0.126, 0.036, 0.171], [0.367, -0.195, 0.147], [-0.001, -0.230, 0.111], [0.242, 0.119, -0.068], [-0.203, 0.374, -0.178], [-0.057, 0.182, -0.126], [-0.146, -0.406, 0.195], [2.510, 1.755, 2.623], [-0.710, 0.645, 1.567], [-1.323, -2.061, -0.450], [-0.032, 0.439, -0.194], [1.567, -0.305, 0.237], [0.067, -0.547, -0.207], [-0.446, -0.436, 0.372], [-0.119, 0.082, -0.595], [-0.229, 0.144, 0.197], [0.119, 0.119, -0.265], [0.143, -0.681, -1.227], [0.035, 0.357, 0.323], [-0.004, 0.234, -1.001], [0.071, 0.468, 0.128], [0.073, 0.035, -0.209], [-0.336, -0.258, -0.176], [-0.109, -0.112, -0.200], [-0.323, -0.227, -0.138], [-0.267, -0.111, 0.023], [0.305, 0.057, -0.201], [-0.297, 0.012, 0.348], [-0.167, -0.139, 0.204], [0.203, 0.060, 0.127], [-0.781, -0.949, -0.993], [-0.595, 0.200, -0.081], [-0.618, 0.428, -0.266], [-0.517, 0.274, 0.198], [0.509, -0.187, -0.371], [0.056, 0.523, -0.150], [-0.705, 0.376, 0.082], [0.566, 0.179, -0.037], [-0.478, -0.194, -0.182], [0.502, 0.428, 0.129], [0.813, -0.578, 0.086], [-0.043, -0.205, -0.386], [0.079, 0.051, 0.242], [0.280, -0.184, -0.009], [0.039, 0.069, -0.035], [-0.430, -0.051, 0.065], [-0.308, -0.416, 0.107]], "mulliken_charge": [-0.7197, -0.2343, -0.3776, 0.5258, 0.0106, -0.9276, 0.6091, 0.5523, 0.7050, 0.7381, 0.5537, -0.4032, 0.4682, 0.0251, 0.5541, -0.7370, 0.4621, -0.6651, 0.4520, -0.5752, 0.4843, -0.5272, 0.3862, 0.7891, -0.3304, 0.3699, -0.7134, 0.4377, -0.5230, 0.4011, -0.7165, 0.4082, -0.2016, 0.0842, -0.1391, 0.0652, 0.6832, 3.8522, -2.5835, -0.7548, 0.7579, -0.7949, 0.5541, -0.7201, 0.5663, -0.9822, 0.5496, 0.9582, 1.0412, -0.4371, -0.8110, 0.4350, -0.5326, 0.4556, -0.8460, 0.4474, -0.3938, 0.4014, -0.0017, -0.3718, -0.5301, -0.4148, 0.3731, -0.9467, -0.3919, -0.8234, -0.2587, 0.2639, 0.2748, 0.3681, 0.4871, 0.5007, 0.4622, 0.4315, 0.4406], "lumo_energy_ev": [-11.44, -11.44], "total_charge": 3, "homo_lumo_gap_ev": [4.31, 4.31]}